Computed, not measured: C34H57MgN3O2Si as an isolated structure at a distorted geometry, with the ωB97M-V functional and the def2-TZVPD basis.

For the energy relative to the best compared isomer or geometry (same formula, charge and spin), the calculation gives 0.0 kJ/mol. For the total energy, the calculation gives -58070.7504 eV. The molar mass is 592.2 g/mol. The multiplicity is 1. For the HOMO energy, the calculation gives -7.0 eV.

Atoms and positions in Å:
1 O 1.593 -3.128 -3.842
2 O 0.904 -1.780 -5.645
3 C 2.670 -2.414 -3.125
4 C 3.273 -3.251 -2.020
5 H 2.236 -1.481 -2.726
6 H 3.411 -2.177 -3.897
7 H 2.679 -3.200 -1.101
8 H 4.274 -2.863 -1.781
9 H 3.400 -4.300 -2.320
10 C 0.459 -3.632 -3.010
11 C -0.408 -4.505 -3.873
12 H -0.069 -2.752 -2.607
13 H 0.894 -4.172 -2.159
14 H -0.817 -3.944 -4.724
15 H -1.255 -4.889 -3.284
16 H 0.172 -5.360 -4.250
17 C -0.032 -0.692 -5.363
18 C 1.973 -1.494 -6.585
19 C -1.390 -1.279 -5.086
20 H -0.046 -0.029 -6.241
21 H 0.349 -0.105 -4.511
22 H -1.625 -2.103 -5.773
23 H -2.155 -0.505 -5.197
24 H -1.448 -1.656 -4.058
25 C 1.888 -2.434 -7.761
26 H 2.919 -1.610 -6.045
27 H 1.894 -0.453 -6.914
28 H 1.959 -3.478 -7.436
29 H 2.712 -2.251 -8.456
30 H 0.959 -2.297 -8.323
31 H 1.237 -2.529 -4.706
32 N -0.676 -0.091 1.202
33 C -1.567 0.285 2.127
34 C -2.455 1.355 1.969
35 C -2.680 2.091 0.791
36 C -1.736 -0.509 3.399
37 H -0.791 -0.938 3.752
38 H -2.463 -1.323 3.254
39 H -2.132 0.158 4.175
40 C -3.943 2.908 0.725
41 H -4.604 2.573 -0.087
42 H -3.727 3.979 0.589
43 H -4.473 2.778 1.672
44 N -1.832 2.100 -0.227
45 C -0.290 -1.442 1.086
46 C 1.041 -1.803 1.391
47 C 2.065 -0.755 1.712
48 C 1.384 -3.156 1.430
49 H 2.404 -3.425 1.708
50 C 0.438 -4.140 1.147
51 H 0.708 -5.197 1.193
52 C -0.861 -3.776 0.791
53 H -1.610 -4.531 0.547
54 C -1.241 -2.438 0.745
55 C -2.654 -2.102 0.382
56 C -2.086 2.685 -1.485
57 C -1.523 3.952 -1.776
58 C -0.776 4.710 -0.719
59 C -1.667 4.485 -3.060
60 H -1.256 5.479 -3.257
61 C -2.290 3.749 -4.070
62 H -2.362 4.153 -5.080
63 C -2.842 2.495 -3.787
64 H -3.344 1.912 -4.560
65 C -2.772 1.965 -2.498
66 C -3.371 0.618 -2.227
67 Mg 0.120 1.521 0.137
68 H 2.541 -0.363 0.799
69 H 2.856 -1.197 2.330
70 H 1.645 0.101 2.257
71 H -2.732 -1.199 -0.239
72 H -3.298 -1.961 1.266
73 H -3.087 -2.937 -0.188
74 H -0.474 5.690 -1.113
75 H 0.140 4.197 -0.373
76 H -1.404 4.876 0.169
77 H -3.944 0.587 -1.291
78 H -2.603 -0.170 -2.183
79 H -4.055 0.354 -3.045
80 H -3.157 1.525 2.777
81 C 1.082 1.377 -1.569
82 Si 2.230 2.549 -2.498
83 H 0.249 1.128 -2.265
84 H 1.604 0.392 -1.499
85 C 3.772 1.544 -2.884
86 C 2.769 4.163 -1.718
87 C 1.369 2.981 -4.115
88 H 1.860 3.846 -4.582
89 H 0.310 3.239 -3.966
90 H 1.412 2.139 -4.819
91 H 4.294 1.262 -1.957
92 H 4.462 2.122 -3.515
93 H 3.498 0.623 -3.419
94 H 3.012 4.070 -0.649
95 H 2.019 4.960 -1.828
96 H 3.678 4.499 -2.244
97 N 1.922 3.319 2.241
98 C 1.274 2.718 1.464